No. 1
The following is a quantum chemistry calculation of 8 unconnected molecules or ions with the total composition C39H51F14N13O3PS, from the OMol25 dataset.

The geometry in ORCA input format:
```
! wB97M-V def2-TZVPD RIJCOSX def2/J DEFGRID3
* xyz 1 1
C 2.129 -0.596 -3.600
C -2.102 -1.461 -2.150
C 0.695 2.395 -0.722
N -5.968 -2.396 0.960
H 1.274 0.175 4.208
C 3.245 -0.231 2.479
H 2.608 1.059 6.646
P 3.753 -2.513 0.210
C -2.531 6.669 -1.106
H 1.481 -3.993 -1.099
C -5.842 -6.850 -4.467
H -2.947 0.478 -1.624
H 0.601 -6.873 -2.849
H -1.681 -3.557 -2.652
C 1.867 -0.502 0.478
H 4.749 -3.515 -1.429
C -3.184 -0.583 -1.809
N 2.250 0.236 1.469
H 2.695 -0.572 5.080
C -2.460 -2.824 -2.389
H -5.636 -5.537 0.853
C -0.682 -0.920 -2.274
H 1.307 8.044 -3.141
N 3.865 -3.133 1.650
F 1.608 3.425 1.171
O 3.215 0.732 3.517
F -3.243 6.773 -2.250
N 3.133 1.307 8.583
C -4.841 -2.389 -1.962
C -5.698 -0.055 -1.394
H 0.198 2.539 -1.693
C 2.274 1.467 5.671
C 2.680 -1.255 -2.313
H -0.241 -5.794 -1.716
H -6.634 -0.611 -1.211
H 0.021 1.302 1.050
H 5.517 3.854 -1.702
C -0.016 6.063 -0.570
C 0.068 1.111 -0.038
N -6.495 -5.159 -2.574
H 3.312 -0.493 -1.816
N 0.868 -0.057 -0.401
F -2.896 5.395 0.923
H 2.692 -4.815 6.462
C -6.202 -3.517 1.047
H -0.275 -1.326 -3.222
H -5.810 -7.861 -4.063
C 2.138 1.774 8.916
H -6.576 -6.809 -5.270
H -4.860 -6.595 -4.864
N 3.648 -2.263 4.863
O 4.019 -3.780 -0.845
C 2.311 0.341 4.573
H 2.898 2.325 5.356
C -1.501 -6.851 -3.034
C 2.492 8.080 -4.890
C 0.863 2.376 9.343
F 3.203 -0.107 -4.324
F -2.185 7.923 -0.799
H -5.510 0.572 -0.507
F 2.144 5.445 0.027
F -0.952 6.109 -2.735
N 3.507 8.200 -5.413
C 1.651 -1.954 -1.386
H -7.345 -5.205 0.516
H 0.031 1.839 8.889
H 1.783 2.223 -0.940
H 0.826 3.419 9.033
H 5.690 -1.752 0.532
F -0.355 6.465 0.664
C 5.115 2.955 -1.240
F -4.280 7.003 0.421
H 0.786 6.935 -4.421
F 0.606 7.143 -1.114
C -3.507 6.042 -0.059
N 2.179 -1.809 0.042
C 3.666 -3.275 5.404
S -1.626 -1.119 2.033
H 4.036 -4.133 1.568
N 1.199 -3.292 -1.773
C -0.927 -1.873 0.791
H -0.769 0.173 -2.456
C 0.263 -1.204 -1.064
C 3.690 -4.572 6.101
H 1.355 0.163 -3.423
H -6.754 -5.200 2.190
O 4.958 -1.392 0.003
H -5.874 -2.750 -1.907
H -5.901 0.598 -2.268
H 3.398 -2.027 -2.669
H 1.530 -3.505 -2.709
H -0.964 1.040 -0.415
H -3.993 -4.375 -2.450
H 4.281 -0.267 2.120
H -0.277 -7.551 -1.464
N -0.436 -2.236 -0.265
C 3.878 2.551 -1.931
H 2.878 -1.178 2.906
H 0.496 8.678 -4.583
C -4.540 -1.006 -1.715
C -6.503 -4.955 1.159
H 4.374 -4.524 6.946
C 1.045 4.922 -0.567
N -2.455 -6.920 -3.668
C -1.287 5.783 -1.460
H 0.774 2.321 10.426
F 1.396 4.705 -1.843
N 2.911 2.237 -2.470
H 5.852 2.156 -1.309
H 1.676 -1.384 -4.238
H 4.021 -5.351 5.416
C -0.278 -6.762 -2.215
H 4.902 3.157 -0.190
F -4.295 5.151 -0.667
H 1.223 1.814 5.766
F -0.524 3.733 0.879
C -6.209 -5.900 -3.403
F -1.654 4.491 -1.504
C 1.190 7.924 -4.215
H 1.889 1.173 1.646
C -3.791 -3.311 -2.284
C 0.639 3.614 0.210
*
```

Atomic partial charges in e from the Löwdin method, atoms 1 to 6:
1 C -0.21
2 C -0.22
3 C -0.05
4 N 0.16
5 H 0.11
6 C -0.19

No. 2
The following is a quantum chemistry calculation of 7 unconnected molecules or ions with the total composition C31H46N8OPS, from the OMol25 dataset.

The geometry in ORCA input format:
```
! wB97M-V def2-TZVPD RIJCOSX def2/J DEFGRID3
* xyz 1 1
C 3.504 3.565 -0.181
C -1.209 -0.653 -2.449
N 0.806 -1.769 -2.362
C 3.017 -1.422 -1.232
H -1.841 4.930 -6.810
H -3.052 1.717 -4.419
C -2.422 -2.394 3.972
H -1.050 2.655 0.206
H -2.941 -1.827 3.216
H 2.455 -2.987 -2.677
C 0.528 -1.685 -3.820
H -0.332 -4.769 4.733
C -1.674 0.640 5.144
C -0.725 -0.807 -3.913
N -2.721 2.242 -5.207
N 3.581 4.235 1.006
H 0.883 -0.395 2.391
C -1.573 -3.293 5.849
H 1.392 -1.284 -4.351
C -2.490 3.593 -5.216
H 2.089 -0.028 -0.124
H 5.039 1.024 -2.187
C 4.298 5.634 -0.549
H 3.990 -0.826 -3.032
H -1.132 -3.207 -0.395
C -0.137 -1.290 -1.653
H -1.846 2.671 -8.312
N -0.270 0.880 1.112
H 4.134 1.105 -0.828
C -2.271 1.209 6.236
C 3.503 -0.336 -2.182
H -3.644 -0.360 -2.878
C 3.943 4.404 -1.171
C -1.284 -5.362 0.175
S -3.225 -0.384 -0.056
H -0.480 0.193 -4.266
H -3.039 -1.598 5.906
C -2.092 3.936 -6.480
H 1.157 -5.549 2.210
C -2.090 2.751 -7.266
H 1.010 -3.229 1.285
H -0.867 0.213 0.653
H -1.363 -3.500 6.885
H -2.226 0.834 7.245
N -1.972 1.411 4.054
C -2.486 1.722 -6.457
C -2.751 2.470 4.437
H 3.135 2.554 -0.208
H -1.649 1.237 3.119
H 0.367 -2.712 -4.157
H -1.077 -0.252 5.053
N 0.461 -5.275 1.538
H -1.463 -1.240 -4.588
C 4.058 5.497 0.793
H -0.601 -7.117 1.363
P -2.923 -1.004 -1.858
C -2.454 -2.302 5.338
C -1.033 -3.952 4.775
O 2.471 -0.916 -0.028
H -2.644 0.678 -6.668
H 1.705 -3.116 -1.079
H 4.005 4.172 -2.221
H 3.874 -2.041 -0.947
H 4.679 6.516 -1.034
H -3.530 3.058 6.389
C -2.955 2.373 5.788
H -3.157 -2.362 -2.129
C -0.348 2.237 0.907
H -3.090 3.201 3.723
H -2.145 -5.723 -0.361
H -1.322 -3.667 2.698
C 0.686 0.613 2.063
N -1.555 -3.400 3.637
H -1.185 0.411 -2.156
C 1.225 1.808 2.458
N 4.508 0.471 -1.524
H 0.750 3.897 1.784
H -0.085 -1.345 -0.570
C -0.518 -6.092 1.046
H -2.629 4.191 -4.332
H 1.982 1.927 3.216
C 0.572 2.836 1.723
H 2.627 0.209 -2.588
C -0.738 -4.051 0.148
H 4.186 6.191 1.607
C 2.024 -2.415 -1.854
C 0.344 -4.027 0.996
H 3.318 3.852 1.896
*
```

Atomic partial charges in e from the Löwdin method, atoms 1 to 6:
1 C -0.17
2 C -0.43
3 N -0.02
4 C -0.35
5 H 0.10
6 H 0.12

No. 3
The following is a quantum chemistry calculation of a molecular structure, C3H3ClF2, from the OMol25 dataset.

energy above the lowest of the compared OMol25 structures with the same formula, charge and spin: 61.8 kcal/mol

The geometry in ORCA input format:
```
! wB97M-V def2-TZVPD RIJCOSX def2/J DEFGRID3
* xyz 0 1
F 2.061 -1.750 -0.005
H -0.332 -1.384 0.937
Cl 2.181 0.351 -1.282
H -0.792 1.462 1.037
H -1.110 1.306 -0.923
C 1.330 -0.689 -0.311
C -1.091 0.901 0.036
F -2.347 0.463 0.403
C 0.100 -0.660 0.108
*
```

Atomic partial charges in e from the natural (NBO) method, atoms 1 to 6:
1 F -0.31
2 H 0.24
3 Cl 0.06
4 H 0.19
5 H 0.18
6 C 0.24

No. 4
The following is a quantum chemistry calculation of a molecular structure, C60H42Cl5FGeO5P3STl, from the OMol25 dataset.

energy above the lowest of the compared OMol25 structures with the same formula, charge and spin: 0.0 kcal/mol

The geometry in ORCA input format:
```
! wB97M-V def2-TZVPD RIJCOSX def2/J DEFGRID3
* xyz 0 1
C 3.847 0.912 -1.970
H 5.325 0.962 -3.511
C 1.367 -0.911 4.271
C -2.999 -6.120 1.729
H 0.296 -5.581 2.195
C -4.889 -1.006 2.191
C 0.858 -2.448 2.473
H 0.692 -5.605 -0.202
C -0.716 -5.375 1.884
C -1.974 2.677 -2.434
Cl 0.078 -4.847 -5.641
C 5.794 1.751 1.721
C 2.679 -5.507 -0.981
C 4.940 -0.149 2.903
H -1.817 4.105 0.641
Cl 0.993 1.208 -6.602
H -1.173 3.523 -4.216
H -4.340 -4.787 0.715
C -1.034 4.957 -1.155
O -0.078 -0.002 -4.179
H 0.125 5.300 3.197
H 5.036 -0.905 3.671
O -4.237 1.155 -1.318
C 3.813 -0.139 2.095
C -3.861 3.278 2.000
C -5.353 3.636 0.141
C 3.790 -4.713 -1.218
C -2.221 -0.187 1.882
Cl 1.396 -3.902 -8.301
C 1.941 3.646 0.869
H 6.570 2.487 1.557
C 4.667 1.768 0.920
S -4.148 -0.421 -2.182
H -5.921 -1.296 2.319
C -3.327 -4.957 1.053
H 2.679 -1.828 0.143
C 3.654 0.829 1.110
H -0.824 3.049 3.480
Tl -1.039 -0.443 -1.880
C 0.787 -0.476 -6.324
H -4.137 4.561 3.685
C 1.566 -3.663 0.094
O -3.306 -0.086 -3.292
H 2.392 4.064 -3.631
H -4.112 -2.468 3.558
H -0.396 5.594 -3.101
H -3.753 -6.868 1.936
H 2.539 -1.679 5.886
C 0.203 -0.852 -5.077
C -4.294 2.949 0.717
H -3.044 2.729 2.451
C 0.475 4.486 2.578
H -0.669 5.842 -0.655
C 2.200 2.652 -2.036
H -5.667 3.372 -0.860
H -6.043 5.765 2.676
C -0.027 -2.251 -4.949
H 1.311 3.108 -1.632
H -5.357 0.489 0.759
P -3.318 1.720 -0.184
C 2.683 -2.869 -0.161
C -2.582 -1.232 2.736
H 4.431 3.019 -4.550
C -3.237 0.417 1.128
H 4.649 -2.761 -1.001
C 1.596 -3.418 3.150
P 2.066 0.866 0.158
C -0.872 4.813 -2.524
C 4.453 1.444 -3.092
H 2.732 3.822 0.156
C 0.391 2.165 1.948
C -1.327 3.665 -3.157
H -2.368 1.821 -2.963
H -2.624 -3.107 0.256
H -6.823 5.169 0.417
C -4.484 4.297 2.698
C -2.356 -4.000 0.799
H 1.733 -4.391 2.703
C -1.688 -6.329 2.134
H 1.298 0.080 4.700
C 0.746 -1.176 3.052
Ge -0.342 0.349 2.331
C -0.066 3.221 2.728
O -3.518 -1.281 -1.214
H 4.583 2.502 0.132
Cl -0.893 -2.790 -3.544
C 2.067 -1.898 4.938
C -3.884 -1.656 2.883
C 2.740 1.542 -1.404
C -5.551 4.976 2.127
H -1.806 -1.705 3.323
C 3.951 2.597 -3.678
C -1.042 -4.190 1.223
O -5.529 -0.639 -2.418
C 5.927 0.804 2.727
C 1.151 -1.388 -7.296
H 2.673 -6.537 -1.307
C 1.565 -4.984 -0.342
C 1.476 4.696 1.641
C 3.789 -3.388 -0.809
C 2.173 -3.158 4.378
P 0.113 -2.809 0.827
C -4.566 0.012 1.321
H 2.715 -3.939 4.893
C -1.669 3.969 -0.419
C 0.957 -2.756 -7.092
C -2.136 2.822 -1.055
H 6.805 0.805 3.358
C 0.357 -3.173 -5.909
H 3.054 -0.894 2.232
H 4.238 0.012 -1.513
H -1.417 -7.245 2.641
C 2.808 3.183 -3.161
Cl 1.849 -0.844 -8.772
H 4.644 -5.120 -1.740
C 1.408 2.367 1.013
H 1.918 5.676 1.530
F -0.904 0.826 4.015
C -5.990 4.639 0.856
*
```

Atomic partial charges in e from the Löwdin method, atoms 1 to 6:
1 C -0.10
2 H 0.11
3 C -0.11
4 C -0.08
5 H 0.09
6 C -0.04

no.,lowest unoccupied orbital energy (eV),HOMO energy (Eh),F_max (eV/Å)
1,-2.623,-0.382,5.101
2,-4.180,-0.345,0.535
3,0.756,-0.362,6.493
4,-0.438,-0.260,1.660